Entry 1:
# C27H56F8I2N3O14S2

12 unconnected molecules or ions with the total composition C27H56F8I2N3O14S2 (wB97M-V/def2-TZVPD, OMol25).

Properties
Orbital gap, eV: 6.65
Total charge: +1
Relative energy (zero: lowest compared OMol25 entry of this formula, charge and spin), kJ/mol: 367.7

Element x y z (Å)
N -1.615 -1.548 2.743
C -2.871 -2.259 2.373
C -3.321 -1.701 0.935
C -2.112 -1.412 0.007
C -1.688 -0.004 -0.082
C -2.345 1.144 0.724
C -3.582 1.803 -0.012
O -4.050 1.318 -0.998
I -4.355 3.631 0.843
C -0.568 0.356 -0.997
I 0.042 2.414 -1.222
C 0.074 -0.760 -1.756
C 1.218 -0.397 -2.749
C 2.700 -0.550 -2.193
C 2.844 -0.607 -0.651
F 3.501 -1.731 -0.122
C 2.441 0.336 0.271
F 1.561 -0.052 1.254
F 2.915 1.606 0.168
C -0.417 -2.116 -1.576
N 0.228 -3.135 -2.392
C 1.355 -3.445 -1.905
S 2.434 -4.413 -1.241
N -1.493 -2.452 -0.703
S -1.891 -4.120 -0.663
O -0.736 -4.986 -0.426
O -2.918 -4.539 0.266
C -2.508 -4.617 -2.386
F -3.545 -5.503 -2.175
F -1.570 -5.326 -3.080
C -3.132 -3.415 -3.210
F -4.050 -3.979 -4.074
F -3.874 -2.566 -2.418
F -2.242 -2.759 -4.000
H -1.568 -1.565 3.767
H -0.859 -2.117 2.339
H -3.657 -1.919 3.102
H -2.819 -3.375 2.418
H -4.046 -2.397 0.417
H -3.940 -0.789 1.165
H -2.765 0.718 1.685
H -1.630 1.947 1.051
H 1.110 -1.084 -3.642
H 1.119 0.644 -3.174
H 3.109 -1.520 -2.607
H 3.330 0.252 -2.682
C 0.793 3.238 -5.555
O 1.706 2.900 -4.511
H -0.109 2.636 -5.439
H 0.534 4.294 -5.490
H 1.247 3.026 -6.525
H 2.493 3.443 -4.635
C -1.537 6.920 1.913
O -1.941 5.722 2.574
H -1.407 6.710 0.852
H -2.304 7.685 2.039
H -0.589 7.269 2.331
H -2.050 5.937 3.510
C 0.152 0.671 4.905
O -0.236 -0.532 5.560
H 0.293 0.464 3.845
H -0.631 1.424 5.026
H 1.090 1.036 5.331
H -0.355 -0.321 6.493
C -0.379 -8.944 -3.445
O 0.637 -8.126 -2.877
H 0.086 -9.817 -3.901
H -1.068 -9.269 -2.662
H -0.922 -8.383 -4.210
H 0.201 -7.364 -2.480
C 0.305 6.050 -8.368
O 1.221 5.719 -7.329
H -0.593 5.446 -8.247
H 0.039 7.108 -8.307
H 0.754 5.836 -9.341
H 2.005 6.264 -7.457
C -0.528 -11.559 -0.897
O 0.865 -11.480 -0.631
H -1.019 -12.037 -0.051
H -0.935 -10.554 -1.030
H -0.699 -12.154 -1.798
H 1.278 -11.054 -1.391
C 1.461 5.160 4.324
O 0.070 5.063 4.600
H 2.014 4.952 5.239
H 1.741 4.428 3.560
H 1.704 6.169 3.978
H -0.400 5.251 3.776
C 5.279 3.044 -0.731
O 6.509 3.724 -0.918
H 4.726 3.062 -1.670
H 5.468 2.006 -0.442
H 4.692 3.544 0.044
H 6.982 3.695 -0.075
C -5.973 -4.182 4.397
O -5.129 -3.375 3.580
H -6.358 -3.571 5.212
H -6.810 -4.563 3.807
H -5.402 -5.016 4.812
H -4.802 -3.938 2.868
C 7.287 1.443 2.567
O 8.075 2.279 1.728
H 6.909 2.038 3.396
H 6.444 1.035 2.002
H 7.899 0.627 2.958
H 8.399 1.732 1.003
C -0.248 8.763 5.029
O -1.468 9.313 4.547
H -0.223 7.700 4.790
H 0.596 9.263 4.547
H -0.189 8.892 6.112
H -1.464 10.250 4.771



Entry 2:
# C27H56IN2O10

6 unconnected molecules or ions with the total composition C27H56IN2O10 (wB97M-V/def2-TZVPD, OMol25).

Properties
Orbital gap, eV: 8.49
Total charge: +1

Element x y z (Å)
C 2.331 -2.366 2.221
C 2.342 -0.839 2.253
C 1.085 -0.236 1.622
I 1.092 1.885 1.977
C -0.231 -0.918 2.042
C -0.894 -1.428 0.761
N -2.370 -1.668 0.979
C -2.650 -2.052 2.396
C -2.323 -0.858 3.280
N -1.199 -0.062 2.740
H 1.857 -2.743 1.314
H 1.793 -2.773 3.080
H 3.344 -2.758 2.251
H 3.187 -0.475 1.668
H 2.482 -0.468 3.269
H 1.195 -0.310 0.542
H 0.024 -1.769 2.681
H -0.431 -2.363 0.449
H -0.810 -0.691 -0.035
H -2.879 -0.820 0.730
H -2.682 -2.402 0.345
H -3.704 -2.312 2.481
H -2.063 -2.943 2.604
H -2.103 -1.222 4.288
H -3.196 -0.207 3.339
H -0.707 0.308 3.555
O 2.856 -2.104 -0.974
C 3.299 -1.278 -1.739
O 4.619 -1.088 -1.758
C 5.303 -0.294 -2.751
C 5.275 1.181 -2.419
C 2.415 -0.450 -2.642
H 4.916 -0.501 -3.749
H 6.323 -0.671 -2.726
H 4.262 1.582 -2.427
H 5.860 1.733 -3.154
H 5.702 1.351 -1.429
H 2.028 0.404 -2.083
H 1.581 -1.071 -2.963
H 2.930 -0.079 -3.520
O 5.283 -0.172 -6.415
C 4.248 -0.566 -6.881
O 4.281 -1.615 -7.722
C 3.100 -2.228 -8.253
C 2.581 -1.502 -9.475
C 2.937 0.120 -6.575
H 2.339 -2.327 -7.478
H 3.418 -3.235 -8.518
H 2.273 -0.483 -9.238
H 1.723 -2.031 -9.890
H 3.358 -1.449 -10.237
H 2.822 0.976 -7.238
H 2.997 0.491 -5.558
H 2.059 -0.514 -6.668
O 0.323 0.578 5.473
C 0.031 0.168 6.569
O -0.580 -1.027 6.659
C -0.850 -1.671 7.920
C -2.134 -1.177 8.548
C 0.294 0.983 7.807
H 0.005 -1.567 8.585
H -0.930 -2.727 7.667
H -2.083 -0.116 8.794
H -2.336 -1.729 9.465
H -2.972 -1.324 7.866
H -0.519 1.701 7.917
H 1.217 1.535 7.656
H 0.375 0.405 8.722
O 2.549 2.972 -3.460
C 2.237 3.893 -2.753
O 1.114 3.768 -2.018
C 0.728 4.706 -1.006
C -0.040 5.888 -1.558
C 3.033 5.173 -2.707
H 1.595 5.014 -0.421
H 0.094 4.118 -0.343
H 0.570 6.486 -2.235
H -0.374 6.531 -0.743
H -0.914 5.544 -2.111
H 2.728 5.793 -3.550
H 4.082 4.920 -2.834
H 2.918 5.746 -1.793
O -10.092 -1.654 0.946
C -8.902 -1.627 0.861
O -8.227 -0.692 1.582
C -6.810 -0.644 1.664
C -6.200 0.105 0.495
C -8.142 -2.555 -0.059
H -6.396 -1.650 1.776
H -6.604 -0.110 2.591
H -6.406 -0.386 -0.457
H -5.115 0.190 0.612
H -6.612 1.112 0.444
H -8.170 -2.135 -1.065
H -8.662 -3.508 -0.074
H -7.105 -2.727 0.220



Entry 3:
# C27H56N15O28

13 unconnected molecules or ions with the total composition C27H56N15O28 (wB97M-V/def2-TZVPD, OMol25).

Properties
Orbital gap, eV: 7.47
Total charge: +1

Element x y z (Å)
C 1.528 -1.836 3.781
C 0.221 -2.303 2.952
O 0.409 -2.865 1.848
O -1.028 -2.072 3.578
C -2.132 -2.086 2.636
C -3.351 -1.105 3.042
C -2.882 0.260 3.748
C -3.312 1.489 2.797
C -2.015 1.951 1.909
N -1.768 3.290 2.565
O -0.982 4.133 1.818
C 0.142 3.439 1.249
O 0.152 3.281 -0.010
C 1.387 2.899 2.051
C 1.578 3.133 3.587
C 2.875 2.582 4.260
C 3.976 1.833 3.464
C 3.776 1.588 1.928
C 2.492 2.120 1.234
C -3.136 3.810 2.686
N -3.711 4.901 2.203
N -3.824 2.755 3.482
H 1.245 -1.847 4.887
H 1.964 -0.849 3.414
H 2.298 -2.675 3.624
H -2.560 -3.158 2.644
H -1.854 -1.827 1.560
H -3.857 -0.820 2.040
H -4.180 -1.649 3.637
H -3.464 0.332 4.744
H -1.769 0.302 4.016
H -4.146 1.294 2.027
H -2.364 2.122 0.832
H -1.248 1.120 2.085
H 0.792 3.688 4.207
H 3.034 2.724 5.380
H 4.925 1.407 3.937
H 4.542 1.026 1.302
H 2.321 1.960 0.109
H -4.746 4.956 2.282
H -3.235 5.685 1.739
H -3.189 2.743 4.317
C 0.005 1.172 -2.198
N -0.686 0.082 -2.935
O -0.319 -0.147 -4.075
O -1.574 -0.508 -2.339
H 0.767 1.606 -2.844
H -0.744 1.917 -1.933
H 0.458 0.733 -1.310
C -2.179 -2.072 -5.640
N -3.474 -2.215 -6.354
O -4.389 -1.483 -6.010
O -3.529 -3.058 -7.236
H -2.276 -1.292 -4.888
H -1.953 -3.030 -5.174
H -1.424 -1.803 -6.378
C 1.251 -3.999 -0.797
N 2.411 -3.911 -1.718
O 2.212 -3.450 -2.831
O 3.486 -4.309 -1.294
H 0.369 -3.614 -1.304
H 1.118 -5.043 -0.537
H 1.482 -3.399 0.082
C 0.569 7.638 4.614
N 0.605 6.155 4.706
O -0.466 5.561 4.699
O 1.706 5.636 4.782
H -0.468 7.961 4.552
H 1.045 8.035 5.510
H 1.117 7.925 3.716
C 4.726 -6.816 -3.016
N 4.801 -8.301 -2.989
O 3.747 -8.917 -3.005
O 5.916 -8.795 -2.953
H 3.679 -6.518 -3.047
H 5.205 -6.446 -2.111
H 5.250 -6.476 -3.909
C 6.729 -2.193 -0.336
N 6.514 -0.940 0.435
O 6.965 0.092 -0.032
O 5.897 -1.037 1.487
H 7.286 -1.956 -1.240
H 7.293 -2.876 0.298
H 5.748 -2.600 -0.582
C 0.912 5.533 -2.000
N 1.117 6.048 -3.380
O 0.401 5.595 -4.258
O 1.988 6.887 -3.530
H 0.111 4.797 -2.015
H 1.848 5.078 -1.677
H 0.646 6.381 -1.370
C -4.417 5.151 6.615
N -4.369 3.667 6.670
O -5.432 3.073 6.668
O -3.257 3.151 6.714
H -5.458 5.467 6.580
H -3.929 5.530 7.512
H -3.889 5.464 5.714
C -0.550 -7.795 -2.907
N -0.169 -6.549 -2.194
O -1.069 -5.875 -1.719
O 1.025 -6.288 -2.136
H -1.632 -7.897 -2.880
H -0.196 -7.706 -3.932
H -0.070 -8.628 -2.393
C 4.545 5.761 6.316
N 4.735 7.151 6.808
O 5.661 7.353 7.573
O 3.943 7.990 6.406
H 5.315 5.126 6.751
H 3.554 5.436 6.628
H 4.631 5.782 5.230
C -2.223 -6.818 -7.408
N -1.370 -7.005 -6.205
O -0.347 -7.656 -6.337
O -1.759 -6.491 -5.167
H -1.758 -7.326 -8.250
H -3.199 -7.249 -7.188
H -2.296 -5.747 -7.595
C -5.758 -1.719 -9.045
N -6.579 -1.852 -10.277
O -7.432 -2.726 -10.291
O -6.339 -1.074 -11.186
H -6.079 -2.470 -8.326
H -4.717 -1.875 -9.325
H -5.916 -0.716 -8.651